1.
DFT (wB97M-V/def2-TZVPD) results for C8H13BN2Tb as an isolated structure.

XYZ file:
```
25
Properties=species:S:1:pos:R:3:forces:R:3:mulliken_spin:R:1
Tb 0.061980 -0.434479 -0.159619 2.167 2.955 -0.840 6.092
N 0.854885 0.163392 1.459294 0.958 -2.504 -1.105 -0.159
N -0.342200 1.588968 0.324648 -2.356 4.484 -1.113 -0.015
C -1.413683 -1.808657 -1.437612 -0.973 -1.619 0.502 -0.020
C -2.125260 -1.332224 -0.289215 -0.547 -1.801 -0.029 0.002
C 2.050506 -0.667889 -1.428030 1.509 0.236 -0.592 0.009
C 2.532149 0.036440 -0.352410 0.962 0.211 0.116 0.031
C -0.395173 -2.688639 0.455985 -1.524 -0.934 -0.516 -0.009
C -1.492522 -1.871695 0.882110 -0.978 -1.565 -0.684 0.038
C -0.573507 2.696013 0.560828 -0.314 1.121 0.090 0.005
C -0.345613 -2.646666 -0.975827 -1.493 -1.159 0.195 0.007
B -0.902156 4.242368 0.882910 0.098 -0.401 -0.030 -0.002
H 3.130391 -0.446904 0.422596 -0.156 0.266 -0.397 0.002
H -2.969374 -0.653386 -0.297588 0.146 -0.032 0.007 -0.003
H 2.247750 -1.736677 -1.531634 -0.114 0.361 -0.021 -0.006
H -1.391094 4.339512 1.973987 -0.130 -0.165 0.392 0.000
H -1.672425 4.675688 0.071052 -0.265 -0.029 -0.376 0.001
H -1.632418 -1.567194 -2.471505 0.047 0.007 0.132 -0.001
H 1.612299 -0.144242 -2.289612 0.277 -0.233 0.238 0.009
H 2.498562 1.132257 -0.331542 0.056 -0.533 0.034 -0.002
H 0.365244 -3.167671 -1.604078 -0.075 0.091 0.076 -0.002
H 0.105812 4.891970 0.848347 0.454 0.045 -0.046 0.001
H 0.291726 -3.218538 1.105330 -0.085 0.189 -0.110 0.005
H 1.287643 0.296881 2.273726 2.193 0.963 4.294 0.012
H -1.783521 -1.678629 1.907859 0.144 0.044 -0.216 0.006
```
Forces are in eV/Å.

net charge: -1
LUMO energy (alpha / beta): 2.689 / 2.689 eV
expectation value of S²: 12.726
E_tot: -34594.2571 eV
spin multiplicity: 7
gap between HOMO and LUMO (alpha / beta): 5.936 / 6.042 eV

2.
DFT (wB97M-V/def2-TZVPD) results for a 2-piece molecular cluster, C2H4ClOP overall.

XYZ file:
```
9
Properties=species:S:1:pos:R:3:forces:R:3:mulliken_spin:R:1
Cl 2.381643 -0.439177 -0.646475 0.321 0.175 -0.573 0.002
P 0.701581 -1.086018 0.276855 -0.714 -1.508 0.460 0.007
O -0.477672 1.494425 0.109171 1.140 -2.980 -1.486 0.983
C -0.892942 2.567759 0.525268 -2.042 4.210 2.459 0.746
C 0.304515 -2.551539 -0.408222 1.441 -0.671 -1.964 0.002
H -0.438077 -3.181058 0.079799 -0.167 0.420 -0.051 -0.001
H -0.718150 3.546000 0.076380 0.349 -0.185 -0.548 0.129
H -1.626682 2.710398 1.361523 0.479 -0.742 -0.518 0.132
H 0.765784 -3.060793 -1.374299 -0.807 1.281 2.220 0.000
```
Forces are in eV/Å.

LUMO energy (alpha / beta): 0.358 / -2.610 eV
expectation value of S²: 2.006
E_tot: -25992.5253 eV
spin multiplicity: 3
gap between HOMO and LUMO (alpha / beta): 7.386 / 6.833 eV
energy relative to the best compared isomer or geometry (same formula, charge and spin): 38.9 kcal/mol

3.
DFT (wB97M-V/def2-TZVPD) results for an isolated ion of composition C9H10NO4 and charge -1.

XYZ file:
```
24
Properties=species:S:1:pos:R:3:forces:R:3:nbo_charge:R:1
O -0.460251 -2.418250 -0.450447 1.142 0.413 -0.472 -0.698
O 2.994293 -1.520730 -0.723325 -0.806 0.451 0.230 -0.572
O -3.774219 0.320720 0.199958 2.653 -1.123 -0.292 -0.771
O -1.779047 2.110956 0.193363 -0.172 -0.250 -0.260 -0.703
N -3.088737 -1.849080 -0.017345 -1.899 -2.618 1.506 -0.849
C 0.895024 -0.247436 -0.669883 0.199 -1.479 -1.352 -0.421
C 0.442339 1.132142 -0.275319 -0.035 -0.423 0.221 -0.245
C -2.798116 -0.534071 0.034584 -1.312 0.570 0.279 0.645
C 2.184826 -0.872096 -0.077924 0.296 -0.228 -1.439 0.629
C -0.917289 1.109102 -0.040646 1.690 -0.733 -0.568 0.407
C 2.341921 -0.555182 1.341756 -2.723 -1.689 0.859 -0.724
C 1.489128 2.132340 -0.593048 0.879 0.984 -1.165 -0.613
C -0.335805 -1.171475 -0.462357 -1.860 0.324 1.232 0.552
C -1.395537 -0.272707 -0.125401 -0.440 1.517 -0.205 -0.483
H -2.245544 -2.515391 0.013629 -1.493 1.216 -0.095 0.439
H 2.378858 0.491944 1.348902 0.295 1.548 0.750 0.239
H 1.068028 3.138084 -0.602929 0.096 0.178 0.049 0.214
H 1.307975 -0.848565 1.740774 1.232 0.633 -0.052 0.239
H -2.678287 1.655699 0.146745 0.202 0.335 0.308 0.516
H -4.047404 -2.124000 0.451310 2.814 0.761 -1.494 0.380
H 2.370431 2.160438 0.128123 -0.863 -0.126 -0.866 0.180
H 3.064342 -1.098701 1.909936 0.814 -0.093 0.000 0.218
H 1.057209 -0.186426 -1.779864 0.006 -0.413 0.641 0.234
H 1.925861 1.962677 -1.690589 -0.715 0.245 2.184 0.184
```
Forces are in eV/Å.

net charge: -1
LUMO energy: 3.526 eV
structure (SMILES): CC(=O)[C@H]1C(=O)/C(=C(\N)[O-])C(O)=C1C
E_tot: -19176.5644 eV
spin multiplicity: 1
gap between HOMO and LUMO: 6.826 eV
energy relative to the best compared isomer or geometry (same formula, charge and spin): 0.0 kcal/mol

4.
DFT (wB97M-V/def2-TZVPD) results for a 2-piece molecular cluster, C5H10O2 overall.

XYZ file:
```
17
Properties=species:S:1:pos:R:3:forces:R:3:nbo_charge:R:1
O 1.870199 -1.331989 -1.463537 -0.231 -0.007 0.024 -0.938
O 2.210252 2.767808 0.393701 -0.119 -0.058 -0.145 -0.666
C -1.036098 -0.838456 0.557474 -0.076 -0.073 0.062 -0.180
C 1.064190 2.129407 0.030057 0.119 0.059 0.314 0.184
C -2.205567 -1.586945 0.004011 0.040 -0.122 0.050 -0.641
C -0.608919 0.339637 0.112413 0.104 0.195 0.026 -0.228
C 0.572182 1.036640 0.612252 -0.252 0.000 -0.028 -0.368
H 0.906285 -1.272905 -1.518316 0.179 -0.040 -0.008 0.472
H -2.738482 -1.013049 -0.752917 -0.054 0.059 0.067 0.212
H -1.878221 -2.517126 -0.460477 0.074 -0.100 -0.074 0.217
H 1.032713 0.646420 1.513128 0.240 -0.123 -0.028 0.202
H -0.505107 -1.317535 1.379024 0.037 0.040 -0.082 0.192
H 2.063632 -0.805855 -0.680743 0.050 0.043 -0.032 0.467
H -1.140864 0.833257 -0.695457 -0.059 -0.048 -0.092 0.199
H 2.729166 2.174017 0.946658 0.016 0.089 0.134 0.477
H -2.893443 -1.887599 0.796294 -0.098 0.134 -0.021 0.218
H 0.558086 2.644279 -0.773564 0.032 -0.048 -0.169 0.182
```
Forces are in eV/Å.

LUMO energy: 0.751 eV
structure (SMILES): C/C=C/C=C/O.O
E_tot: -9441.0082 eV
spin multiplicity: 1
gap between HOMO and LUMO: 9.130 eV
energy relative to the best compared isomer or geometry (same formula, charge and spin): 46.9 kcal/mol

5.
DFT (wB97M-V/def2-TZVPD) results for C4H9NO in the gas phase.

XYZ file:
```
15
Properties=species:S:1:pos:R:3:forces:R:3:nbo_charge:R:1
O 1.553178 0.310382 1.219501 0.116 0.079 -0.196 -0.714
N 0.168088 0.343241 -1.233954 -0.636 -0.104 -0.457 -0.611
C -0.978665 1.004096 -1.149366 0.640 0.545 0.353 0.145
C -1.588244 0.936114 0.238325 -0.146 0.253 -0.087 -0.787
C 0.936166 -0.907549 0.870098 -0.102 -0.282 0.009 -0.076
C 0.386064 -0.950113 -0.569004 -0.043 -0.268 0.081 -0.275
H -2.348819 0.167784 0.440338 0.202 -0.042 -0.387 0.237
H 1.674853 -1.711823 0.977046 -0.139 0.114 0.067 0.179
H 0.108822 -1.115107 1.563916 0.210 0.083 -0.049 0.164
H 1.019827 -1.538916 -1.233578 0.101 0.072 0.141 0.209
H -0.843861 0.904203 1.049554 -0.167 -0.079 -0.212 0.214
H -2.114592 1.887902 0.293573 -0.171 -0.046 0.359 0.242
H 1.378790 0.940928 0.509081 0.014 0.055 0.077 0.476
H -0.599207 -1.420895 -0.573288 0.213 -0.294 0.181 0.204
H 0.652017 0.439874 -2.119311 -0.093 -0.086 0.120 0.393
```
Forces are in eV/Å.

LUMO energy: 0.746 eV
E_tot: -7828.6060 eV
spin multiplicity: 1
gap between HOMO and LUMO: 8.841 eV
energy relative to the best compared isomer or geometry (same formula, charge and spin): 85.6 kcal/mol

6.
DFT (wB97M-V/def2-TZVPD) results for C31H58BrCl3GeMoN3O6S2Se2Si as an isolated structure.

XYZ file:
```
109
Properties=species:S:1:pos:R:3:forces:R:3:mulliken_spin:R:1
Mo -0.634922 -0.393658 1.458601 -1.165 0.434 1.649 2.738
Br -1.012622 0.094942 -1.150399 -0.215 0.024 -1.300 0.012
Se 1.454178 -1.569458 0.822601 1.574 -1.722 -0.212 0.022
Se 1.222678 -3.042658 -0.984199 0.064 -0.280 -0.284 0.053
Ge -2.397722 -2.177758 1.224901 -1.135 -1.219 -0.244 0.019
Cl -1.801822 -4.211358 0.553201 -0.077 0.046 0.128 0.009
Cl -3.885222 -1.640958 -0.306799 -0.206 0.000 -0.090 -0.003
Cl -3.950822 -2.751458 2.705501 0.107 -0.002 -0.007 0.000
S 1.724678 1.550742 1.069001 0.327 -0.138 -0.052 0.030
S 0.019578 -0.895758 3.859201 0.488 -0.386 -0.704 -0.011
Si -1.092822 -0.135058 -3.669899 -0.027 0.093 0.165 0.030
O -2.573722 2.847942 2.970101 -0.139 0.020 -0.005 0.016
O 2.482078 0.754242 2.009901 0.329 0.478 0.289 -0.003
O 1.812878 1.095942 -0.304599 0.365 0.755 -0.095 -0.020
O -2.181522 0.813142 2.191601 -0.108 -1.611 -0.325 0.016
O 1.381278 -5.898458 2.557601 -0.446 -0.081 0.080 0.001
O 4.810378 -4.651658 0.398401 0.266 -0.379 -0.229 0.000
N -0.900322 1.180142 5.221501 -0.443 -0.456 -0.231 -0.010
N -2.182422 -0.758058 5.329001 0.043 0.225 -0.129 0.000
N 0.214178 1.482642 1.583501 1.294 0.502 -0.209 -0.051
C 2.337678 3.230842 1.118601 -0.337 -0.475 -0.054 0.013
C 0.677178 0.602742 -4.088399 -0.229 -0.013 0.207 -0.001
C 1.008278 0.394642 -5.571499 -0.407 -0.186 0.158 0.000
C -2.089922 -2.197358 5.477201 0.124 -0.476 -0.076 0.002
C -3.533922 -0.226858 5.358401 -0.317 0.226 0.103 0.002
C -2.680822 0.994142 -4.008099 0.191 -0.148 0.212 -0.006
C -1.962322 2.066142 2.265201 0.629 1.819 0.073 0.015
C 0.160678 1.983442 4.661401 0.482 0.184 -0.431 0.022
C -2.739422 1.361042 -5.497399 0.347 -0.267 0.156 -0.001
C -2.060122 -2.075258 -5.546999 0.009 0.376 0.171 0.000
C 2.862078 5.224842 2.321701 -0.013 -0.111 -0.014 0.000
C 2.901478 3.764942 -0.025199 -0.086 -0.094 -0.126 0.000
C -2.235122 -2.722558 -3.130699 0.123 0.311 0.068 0.004
C 1.784478 -0.050558 -3.252599 -0.369 -0.132 0.184 -0.001
C 4.062678 7.136542 1.238201 0.049 0.031 0.019 0.000
C -1.601822 1.832342 6.305001 -0.236 0.064 0.290 0.002
C 3.431778 5.781142 1.181601 -0.012 -0.053 -0.028 0.001
C 3.970178 -3.685658 0.975501 -0.406 0.371 0.117 0.000
C 2.666078 -5.447258 2.216101 0.415 0.231 -0.027 0.002
C 0.727778 2.105142 -3.785199 -0.306 -0.213 0.021 0.002
C 1.829178 -4.628458 0.018601 -0.315 0.167 -0.037 0.006
C -1.143222 -0.071958 4.835501 0.258 0.378 0.411 0.036
C -0.745622 2.525942 1.415201 -0.846 0.736 -0.241 0.036
C 1.732178 -3.136458 1.997201 -0.309 0.009 0.461 0.006
C -3.966622 0.249342 -3.616499 0.315 -0.123 0.008 0.003
C -2.690022 2.305742 -3.210699 0.268 -0.260 0.036 0.003
C 2.554578 -4.212858 1.293801 0.219 0.006 -0.009 -0.006
C -0.082622 -2.823058 -4.320199 0.108 0.333 0.270 0.000
C 3.450278 5.033642 0.009701 -0.021 -0.015 0.159 0.000
C 2.328478 3.949142 2.298401 -0.053 0.041 0.153 -0.003
C -1.373022 -2.009558 -4.175799 0.107 0.159 0.208 -0.005
H 0.122478 2.672842 -4.487199 -0.116 0.163 -0.045 0.000
H 1.199578 -0.652258 -5.780999 0.030 -0.137 -0.147 0.000
H 3.605278 7.748042 2.010601 -0.009 0.080 0.083 0.000
H -1.872822 1.951842 -5.780799 0.122 0.159 -0.154 0.000
H 1.755778 2.455942 -3.869699 0.151 0.004 -0.052 0.000
H -4.167922 -0.878458 4.751801 0.077 0.070 0.031 0.000
H -1.077522 2.640942 0.365001 0.022 0.033 0.224 -0.001
H 1.782978 -1.133058 -3.322099 0.062 -0.160 -0.059 0.000
H -2.380122 2.498642 5.928001 0.000 -0.028 -0.005 0.000
H -2.714022 2.107942 -2.144299 0.013 0.068 0.179 0.000
H -2.417222 -3.748858 -3.440599 -0.001 -0.209 -0.152 0.000
H -2.444522 -2.721258 4.587201 0.111 0.057 0.194 0.002
H 2.485578 -5.192858 -0.644699 -0.010 0.058 0.028 0.002
H 0.937878 -5.203658 0.266201 0.067 0.019 -0.054 0.000
H 1.699678 0.228242 -2.206899 0.013 -0.057 0.020 0.002
H -3.056022 -1.648958 -5.530699 -0.150 0.049 -0.086 0.000
H 1.022478 1.984242 5.335301 -0.054 0.029 0.070 0.002
H 0.392278 2.299742 -2.769799 -0.021 0.158 0.141 -0.002
H 4.419578 -3.256858 1.882201 -0.081 -0.030 -0.044 -0.001
H -2.032222 1.095742 6.978201 -0.037 -0.010 -0.026 0.000
H -2.152722 -3.117458 -5.843399 0.011 -0.197 -0.017 0.000
H 0.501778 -2.828758 -3.402199 0.015 0.020 -0.208 0.004
H 1.440778 -6.732058 3.033101 0.027 0.053 -0.034 0.000
H 1.916278 3.509942 3.192901 -0.068 -0.045 0.139 -0.001
H 2.752078 0.305342 -3.602199 0.153 0.083 -0.148 0.000
H 3.911778 5.442042 -0.876099 0.022 0.069 -0.140 0.000
H 0.761778 -3.549858 2.296301 0.170 0.227 -0.119 0.029
H 2.911978 3.170442 -0.922799 -0.005 -0.071 -0.187 0.000
H 2.235078 -2.725958 2.877901 0.003 -0.122 -0.042 -0.006
H 0.485478 1.591642 3.694601 -0.138 0.099 0.311 -0.007
H -4.819022 0.919242 -3.717799 -0.076 0.167 -0.049 0.000
H -1.469522 -1.564458 -6.304099 0.033 0.058 -0.233 0.000
H -2.774622 0.479242 -6.127699 -0.027 -0.098 -0.212 0.000
H 3.974578 7.659442 0.290401 0.013 0.043 -0.108 0.000
H -2.717222 -2.483958 6.321401 -0.015 0.021 0.058 0.001
H -3.561122 0.765742 4.917101 -0.005 0.023 -0.028 -0.001
H 5.122778 7.034742 1.470301 0.082 0.084 0.012 0.000
H -1.714422 -2.757458 -2.176299 -0.087 -0.047 0.151 0.003
H -3.588222 2.868142 -3.464299 -0.115 0.025 -0.084 0.000
H -3.631822 1.952142 -5.695099 -0.133 0.088 0.024 0.000
H 1.908478 0.952442 -5.821899 0.125 0.108 -0.013 0.000
H 0.527878 -2.465858 -5.142599 0.202 0.007 -0.073 -0.001
H -3.925122 -0.199958 6.378801 -0.017 0.037 -0.022 0.000
H -4.157822 -0.612158 -4.247899 -0.047 -0.130 -0.014 0.000
H 0.203378 0.736542 -6.215999 -0.087 0.095 -0.257 0.000
H 3.221978 -6.239458 1.691901 -0.025 0.188 0.042 0.000
H -3.195422 -2.243758 -2.982699 -0.114 0.034 0.100 0.000
H 3.222478 -5.161858 3.123101 0.056 -0.007 -0.118 0.000
H -1.056922 -2.479258 5.678901 -0.188 -0.034 0.052 -0.002
H -0.352822 -3.855558 -4.532099 -0.083 -0.174 -0.071 0.000
H -0.874322 2.425342 6.860701 -0.029 -0.013 -0.014 0.000
H -0.368722 3.496642 1.758201 -0.216 -0.143 0.038 0.000
H 5.140478 -5.247158 1.077101 0.005 0.043 0.000 0.000
H -0.209022 3.003342 4.534701 -0.003 -0.046 -0.001 0.000
H -3.923922 -0.076758 -2.580599 -0.073 -0.073 0.137 -0.001
H -1.832022 2.927542 -3.437199 0.148 0.158 0.030 0.000
H 2.852078 5.791142 3.240701 -0.016 0.073 0.114 0.000
H 3.884178 -2.884658 0.231401 0.035 -0.100 0.199 0.000
```
Forces are in eV/Å.

LUMO energy (alpha / beta): -0.418 / -0.636 eV
expectation value of S²: 3.773
E_tot: -376071.4071 eV
spin multiplicity: 4
gap between HOMO and LUMO (alpha / beta): 7.243 / 7.331 eV
energy relative to the best compared isomer or geometry (same formula, charge and spin): 39.0 kcal/mol

Question: Among the records above, which one has the highest E_tot?
Answer: C4H9NO

Question: E_tot of number 6 (C31H58BrCl3GeMoN3O6S2Se2Si)?
Answer: -376071.4071 eV

Question: Which value of spin multiplicity does entry 6 give?
Answer: 4

Question: E_tot of number 4 (C5H10O2)?
Answer: -9441.0082 eV